# 1
C20H45F6N3O7V as an isolated structure, computed with ωB97M-V with the def2-TZVPD basis set.

Cartesian coordinates (Å):
1 V -20.92 2.71 -35.53
2 C -19.70 2.08 -38.77
3 O -20.62 2.66 -39.72
4 O -20.07 2.52 -37.55
5 C -19.60 0.53 -38.90
6 F -18.90 0.01 -37.87
7 F -20.79 -0.08 -38.95
8 F -18.94 0.15 -40.01
9 C -20.85 2.03 -40.99
10 C -21.49 3.08 -41.88
11 H -22.27 3.49 -41.24
12 H -20.86 3.93 -42.16
13 H -21.95 2.76 -42.81
14 H -21.66 1.30 -40.86
15 H -20.04 1.54 -41.53
16 H -18.76 2.55 -39.08
17 C -22.06 2.35 -32.37
18 O -20.68 2.15 -32.00
19 O -22.09 2.53 -33.70
20 C -22.94 1.31 -31.61
21 F -23.37 1.65 -30.39
22 F -24.09 1.10 -32.30
23 F -22.28 0.12 -31.56
24 C -20.36 2.48 -30.67
25 C -18.83 2.48 -30.52
26 H -18.39 3.30 -31.08
27 H -18.71 2.71 -29.46
28 H -18.47 1.49 -30.80
29 H -20.75 1.75 -29.95
30 H -20.68 3.49 -30.39
31 H -22.37 3.30 -31.88
32 C -19.85 5.60 -33.49
33 C -20.86 5.75 -34.59
34 C -20.69 7.17 -35.20
35 O -21.65 7.49 -36.18
36 C -21.79 8.86 -36.49
37 N -20.54 4.78 -35.66
38 H -18.81 5.71 -33.80
39 H -20.08 4.60 -33.10
40 H -20.11 6.33 -32.72
41 H -21.89 5.67 -34.23
42 H -19.69 7.14 -35.65
43 H -20.74 7.78 -34.29
44 H -21.89 9.49 -35.60
45 H -22.59 9.14 -37.18
46 H -20.80 9.07 -36.91
47 H -19.54 4.92 -35.80
48 H -20.77 5.35 -36.48
49 C -17.47 0.45 -34.03
50 C -18.66 0.94 -34.87
51 C -19.89 0.01 -34.60
52 O -20.95 0.43 -35.47
53 C -22.03 -0.49 -35.43
54 N -18.96 2.34 -34.42
55 H -16.43 0.63 -34.29
56 H -17.65 -0.63 -33.97
57 H -17.65 0.73 -32.99
58 H -18.40 0.96 -35.93
59 H -20.08 0.17 -33.54
60 H -19.58 -1.01 -34.84
61 H -21.70 -1.53 -35.51
62 H -22.73 -0.28 -36.24
63 H -22.47 -0.40 -34.43
64 H -19.10 2.31 -33.42
65 H -18.13 2.89 -34.56
66 C -24.85 3.27 -35.39
67 C -24.28 2.40 -36.55
68 C -25.12 2.49 -37.83
69 O -24.43 2.07 -39.04
70 C -24.99 0.91 -39.58
71 N -22.92 2.92 -36.81
72 H -24.66 2.65 -34.52
73 H -25.93 3.34 -35.50
74 H -24.43 4.27 -35.27
75 H -24.17 1.37 -36.22
76 H -25.50 3.47 -38.12
77 H -26.03 1.90 -37.66
78 H -24.82 0.83 -40.67
79 H -26.08 0.90 -39.64
80 H -24.50 -0.02 -39.26
81 H -22.55 2.42 -37.61
82 H -23.01 3.88 -37.13

## Properties
molecular weight = 604.526 g/mol
energy = -82264.53617 eV
2S+1 = 4
frontier orbital gap (spin up / spin down) = 6.820 / 8.564 eV
HOMO energy (spin up / spin down) = -0.2384 / -0.3029 hartree
ΔE to the lowest compared entry with this formula, charge and spin = 35.6 kcal per mole

For reference, the Mulliken charges in units of e are:
1. V 1.2668
2. C -0.3874
3. O -0.2892
4. O -0.4294
5. C 0.8343
6. F -0.3022
7. F -0.2528
8. F -0.2976
9. C 0.0231
10. C -1.3385
11. H 0.2685
12. H 0.3246
13. H 0.3890
14. H 0.1543
15. H 0.2843
16. H 0.1480
17. C -0.4978
18. O 0.0103
19. O -0.3356
20. C 0.4496
21. F -0.2867
22. F -0.2801
23. F -0.2712
24. C -0.4776
25. C -1.1659
26. H 0.1899
27. H 0.4871
28. H 0.2164
29. H 0.3569
30. H 0.3396
31. H 0.2066
32. C -1.2448
33. C 0.3876
34. C -1.0727
35. O -0.2131
36. C -0.8049
37. N 0.2582
38. H 0.3122
39. H 0.0238
40. H 0.5375
41. H 0.1713
42. H 0.3667
43. H 0.4738
44. H 0.3025
45. H 0.2309
46. H 0.3454
47. H 0.2854
48. H 0.2282
49. C -1.2221
50. C 0.2190
51. C -1.0903
52. O 0.5353
53. C -0.7136
54. N -0.1252
55. H 0.3641
56. H 0.3693
57. H 0.1813
58. H 0.1930
59. H 0.2391
60. H 0.6928
61. H 0.3195
62. H 0.0385
63. H 0.1244
64. H -0.2469
65. H 0.3635
66. C -1.1328
67. C 0.8251
68. C -1.1276
69. O -0.1992
70. C -0.8891
71. N -0.0387
72. H 0.1092
73. H 0.4425
74. H 0.1818
75. H -0.0990
76. H 0.2067
77. H 0.5773
78. H 0.2768
79. H 0.3803
80. H 0.2954
81. H -0.2247
82. H 0.2493

---

# 2
C43H46AsF6IrN4O5S3 as an isolated structure, computed with ωB97M-V with the def2-TZVPD basis set.

Cartesian coordinates (Å):
1 Ir 1.94 -0.13 -0.21
2 F 3.78 -3.26 3.34
3 C 3.74 -2.10 4.00
4 F 4.84 -1.99 4.74
5 F 2.69 -2.10 4.81
6 S 3.64 -0.73 2.75
7 O 2.61 -1.22 1.85
8 O 3.38 0.47 3.47
9 N 5.11 -0.81 2.19
10 S 5.49 -0.94 0.67
11 O 4.38 -0.75 -0.24
12 O 6.69 -0.23 0.39
13 C 5.99 -2.73 0.54
14 F 4.92 -3.52 0.45
15 F 6.74 -2.92 -0.54
16 F 6.68 -3.08 1.62
17 C 2.44 -0.02 -2.42
18 C 2.36 1.40 -2.64
19 C 3.49 2.24 -2.54
20 C 3.42 3.58 -2.84
21 C 2.22 4.14 -3.27
22 C 1.09 3.34 -3.38
23 C 1.15 2.00 -3.05
24 H 3.44 -0.45 -2.46
25 H 1.70 -0.60 -2.96
26 H 4.44 1.79 -2.23
27 H 4.30 4.20 -2.75
28 H 2.17 5.19 -3.54
29 H 0.15 3.77 -3.72
30 H 0.26 1.38 -3.14
31 S 4.39 3.97 1.14
32 C 3.86 2.36 0.88
33 N 2.62 2.18 0.56
34 C 1.97 3.42 0.52
35 C 0.64 3.64 0.20
36 C 0.15 4.93 0.18
37 C 0.97 6.02 0.48
38 C 2.30 5.82 0.80
39 C 2.79 4.52 0.82
40 H 4.58 1.59 0.96
41 H 0.01 2.80 -0.07
42 H -0.89 5.10 -0.08
43 H 0.57 7.02 0.46
44 H 2.95 6.65 1.03
45 C 0.11 -5.55 0.12
46 N 1.26 -4.70 -0.17
47 C 2.58 -5.29 -0.18
48 C 1.08 -3.39 -0.36
49 O 1.97 -2.57 -0.60
50 H 0.46 -6.55 0.34
51 H -0.57 -5.60 -0.73
52 H -0.44 -5.19 0.99
53 H 2.57 -6.24 -0.72
54 H 2.94 -5.46 0.83
55 H 3.26 -4.61 -0.68
56 H 0.02 -3.10 -0.29
57 C -5.90 0.01 3.85
58 C -4.88 0.20 2.76
59 C -4.34 -0.88 2.08
60 C -3.39 -0.71 1.08
61 C -2.88 -1.95 0.38
62 C -2.95 0.58 0.75
63 As -1.52 0.90 -0.58
64 N -0.15 -0.06 0.22
65 C -0.22 -0.14 1.63
66 C -0.33 0.99 2.45
67 C -0.41 0.87 3.83
68 C -0.41 -0.38 4.43
69 C -0.31 -1.51 3.63
70 C -0.21 -1.40 2.26
71 C -2.34 -0.08 -2.12
72 C -3.48 0.57 -2.65
73 C -4.01 1.86 -2.09
74 C -4.14 0.02 -3.74
75 C -3.70 -1.15 -4.35
76 C -4.42 -1.73 -5.54
77 C -2.56 -1.74 -3.86
78 C -1.86 -1.22 -2.77
79 C -0.60 -1.94 -2.37
80 C -3.50 1.68 1.43
81 C -3.11 3.11 1.14
82 C -4.46 1.47 2.41
83 H -6.11 -1.04 4.02
84 H -6.84 0.51 3.60
85 H -5.54 0.45 4.79
86 H -4.67 -1.88 2.33
87 H -3.11 -2.84 0.97
88 H -1.80 -1.90 0.23
89 H -3.36 -2.05 -0.59
90 H -0.30 1.97 1.99
91 H -0.48 1.77 4.43
92 H -0.48 -0.47 5.51
93 H -0.31 -2.49 4.08
94 H -0.11 -2.28 1.65
95 H -3.22 2.60 -1.99
96 H -4.46 1.71 -1.10
97 H -4.78 2.27 -2.75
98 H -5.01 0.53 -4.13
99 H -5.31 -1.14 -5.79
100 H -4.73 -2.75 -5.35
101 H -3.76 -1.74 -6.42
102 H -2.18 -2.64 -4.33
103 H 0.11 -1.91 -3.20
104 H -0.82 -2.99 -2.17
105 H -0.13 -1.50 -1.50
106 H -2.50 3.19 0.24
107 H -2.54 3.53 1.97
108 H -4.00 3.72 1.01
109 H -4.88 2.34 2.92

## Properties
molecular weight = 1176.192 g/mol
energy = -174020.16600 eV
2S+1 = 5
frontier orbital gap (spin up / spin down) = 6.966 / 6.518 eV
HOMO energy (spin up / spin down) = -0.2417 / -0.2904 hartree

Results of the Mulliken charge analysis, in e, for atoms 1 through 99:
1. Ir 3.4941
2. F -0.1917
3. C 0.3857
4. F -0.2059
5. F -0.1663
6. S 1.3489
7. O -0.4592
8. O -0.7427
9. N -0.6150
10. S 0.8873
11. O -0.7166
12. O -0.6913
13. C 0.4177
14. F -0.1036
15. F -0.2264
16. F -0.2210
17. C -2.0489
18. C 1.0920
19. C -0.6574
20. C -0.6272
21. C -0.5534
22. C -0.6054
23. C -0.0144
24. H 0.7487
25. H 0.3882
26. H 0.4363
27. H 0.4412
28. H 0.4065
29. H 0.4451
30. H 0.2301
31. S -0.3199
32. C -0.3479
33. N 0.4265
34. C -1.4014
35. C 1.2796
36. C -1.0724
37. C -0.8171
38. C -0.4269
39. C 0.8084
40. H 0.2027
41. H -0.3459
42. H 0.4630
43. H 0.4263
44. H 0.4495
45. C -1.0340
46. N 0.2828
47. C -1.1833
48. C 0.1811
49. O -0.8288
50. H 0.4275
51. H 0.2914
52. H 0.3036
53. H 0.4529
54. H 0.3320
55. H 0.3075
56. H -0.1007
57. C -1.6176
58. C 0.7660
59. C -0.9499
60. C 0.3612
61. C -1.1082
62. C 0.6215
63. As 0.5231
64. N 0.1577
65. C 1.2217
66. C -0.1940
67. C -0.9378
68. C -1.0990
69. C -0.8484
70. C 0.0511
71. C 0.3208
72. C 0.0022
73. C -1.3185
74. C -0.9600
75. C 0.5453
76. C -1.5892
77. C -0.8412
78. C 0.9848
79. C -0.3084
80. C 1.0711
81. C -1.6833
82. C -0.9312
83. H 0.3684
84. H 0.3444
85. H 0.3397
86. H 0.3416
87. H 0.4467
88. H -0.2536
89. H 0.4536
90. H 0.2634
91. H 0.5246
92. H 0.4181
93. H 0.4925
94. H -0.2234
95. H 0.1528
96. H 0.1776
97. H 0.4673
98. H 0.3243
99. H 0.3559